1.
A structure of composition C22H36Br5F7IN3O10PS. Source: the OMol25 dataset; level of theory: wB97M-V/def2-TZVPD.

Geometry (Å):
1 C 5.87799 1.31366 -1.51671
2 C 4.49573 0.94294 -2.04141
3 C 3.54037 0.76571 -0.85832
4 C 2.12433 1.27943 -1.16675
5 O 1.12444 0.28111 -0.95352
6 N -0.02540 0.46777 -0.14763
7 C 0.10826 1.62900 0.74893
8 O 1.24798 1.55152 1.59515
9 C 1.65664 2.76124 2.08138
10 F 2.52843 2.52253 3.06473
11 F 0.62257 3.47433 2.55370
12 F 2.25694 3.50219 1.13032
13 C -1.09319 0.83814 -1.19351
14 C -2.12988 1.87902 -0.85115
15 Br -1.56766 3.65399 -1.37290
16 C -3.35927 1.84674 -0.33453
17 C -4.24790 3.01683 -0.09869
18 Br -4.18497 0.20727 0.10943
19 C -1.47131 -0.36584 -2.09984
20 N -2.66236 0.00539 -2.78894
21 F -0.45786 -0.40500 -3.09360
22 N -1.52753 -1.64568 -1.49662
23 C -2.76555 -2.37433 -1.68286
24 C -2.99836 -3.15101 -3.02509
25 C -1.77465 -3.38030 -3.89734
26 O -3.57189 -4.42842 -2.75778
27 C -0.49052 -2.03809 -0.57852
28 I 1.41425 -2.63410 -1.61890
29 P -0.79600 -3.78573 0.06305
30 O 0.34300 -4.52273 0.60909
31 O -1.22432 -4.52167 -1.27518
32 O -2.07207 -3.92211 1.01679
33 C -0.20979 -0.90068 0.51081
34 C -1.39555 -1.01299 1.49044
35 C -1.75248 0.11512 2.44350
36 C -2.75437 -0.39857 3.48452
37 S -3.53422 0.97790 4.31489
38 O -3.65708 0.62005 5.68747
39 O -2.83333 2.18099 4.02951
40 O -4.99363 1.04829 3.69334
41 C 1.03306 -1.09267 1.39757
42 O 1.21805 -2.41975 1.83456
43 C 1.77718 -2.53285 3.06995
44 F 2.79520 -1.66577 3.24832
45 F 2.23394 -3.78845 3.21727
46 F 0.84842 -2.29177 4.03272
47 H 6.25746 0.54777 -0.84716
48 H 5.82252 2.22508 -0.92770
49 H 6.59164 1.49203 -2.31231
50 H 4.56306 0.04549 -2.64409
51 H 4.16745 1.79606 -2.62804
52 H 3.95230 1.36797 -0.05329
53 H 3.52374 -0.25436 -0.48947
54 H 2.11405 1.55039 -2.21874
55 H 2.03078 2.22930 -0.66514
56 H 0.24134 2.50461 0.12188
57 H -0.76134 1.85422 1.34211
58 H -0.50629 1.40250 -1.90571
59 H -5.14280 2.70856 0.42340
60 H -3.74707 3.77614 0.48722
61 H -4.55810 3.42368 -1.05572
62 H -2.85671 -0.68702 -3.50448
63 H -2.41860 0.83038 -3.32668
64 H -3.63798 -1.73269 -1.63356
65 H -3.01068 -3.09712 -0.91550
66 H -3.75071 -2.63061 -3.61976
67 H -0.85019 -2.94310 -3.54853
68 H -1.64821 -4.44579 -4.03275
69 H -1.95963 -2.98724 -4.89268
70 H -4.35078 -4.30894 -2.21184
71 H -1.32773 -5.45311 -1.05249
72 H -1.80444 -4.10522 1.92190
73 H -2.27392 -1.41355 1.00615
74 H -1.11150 -1.82844 2.15198
75 H -0.88961 0.44227 3.01896
76 H -2.17541 1.00651 1.99896
77 H -2.28020 -1.04056 4.21355
78 H -3.49380 -1.00754 2.96668
79 H -5.28475 0.17335 3.42060
80 H 0.82330 -0.50304 2.28780
81 H 1.96390 -0.68276 1.03041
82 C 8.01281 5.29470 -0.60516
83 Br 9.08848 3.74000 -0.95919
84 Br 6.22844 4.80351 -0.06145
85 Br 8.84101 6.46269 0.67358
86 H 7.92256 5.84122 -1.53144

Values from the calculation:
- HOMO energy (eV) = -11.72
- HOMO-LUMO gap (eV) = 8.7480
- multiplicity = 1
- total charge = +1

=====

2.
A structure of composition C30H32Br6N6O4. Source: the OMol25 dataset; level of theory: wB97M-V/def2-TZVPD.

Geometry (Å):
1 N 2.34402 4.38516 3.18958
2 C 2.70286 3.72732 4.33917
3 C 3.27255 2.54744 3.96641
4 C 3.17096 2.44918 2.55100
5 C 2.70812 3.64684 2.09671
6 H 1.93982 5.30172 3.17962
7 H 2.51077 4.21934 5.27613
8 H 3.65157 1.76883 4.60537
9 H 3.52103 1.60692 1.97772
10 H 2.55861 4.03042 1.10153
11 N -3.84174 -0.73136 -3.62226
12 C -4.21202 -1.61420 -2.65011
13 C -4.01370 -1.01407 -1.44296
14 C -3.44450 0.25922 -1.69004
15 C -3.39554 0.42501 -3.04958
16 H -3.83453 -0.87818 -4.61477
17 H -4.62405 -2.56515 -2.93596
18 H -4.24816 -1.47126 -0.49675
19 H -3.21468 1.06993 -1.01776
20 H -3.13656 1.27546 -3.64848
21 N -3.69894 -2.25147 3.71655
22 C -3.51420 -2.49074 5.05055
23 C -4.49981 -3.35404 5.46596
24 C -5.36852 -3.56192 4.36000
25 C -4.85967 -2.84156 3.30236
26 H -3.08410 -1.64029 3.20729
27 H -2.75268 -1.99385 5.62532
28 H -4.61545 -3.67142 6.48925
29 H -6.27406 -4.14351 4.32848
30 H -5.21647 -2.74067 2.29284
31 N 3.89878 -4.88242 -0.04747
32 C 3.14051 -3.76049 -0.25943
33 C 3.74978 -3.04130 -1.24746
34 C 4.84349 -3.82947 -1.76037
35 C 4.99125 -4.88000 -0.89947
36 H 3.78133 -5.52569 0.71062
37 H 2.28300 -3.55082 0.35075
38 H 3.46654 -2.05885 -1.58850
39 H 5.61272 -3.48475 -2.43227
40 H 5.72555 -5.66369 -0.79864
41 C -0.60348 -0.62711 0.45820
42 Br -2.08757 -0.01893 1.52250
43 Br -0.46375 -2.51315 0.32535
44 Br 1.01495 0.12874 1.17035
45 H -0.77397 -0.20111 -0.52174
46 C 1.30306 -2.87746 3.50784
47 Br 2.66715 -2.57008 4.82407
48 Br -0.44706 -2.50485 4.23273
49 Br 1.31460 -4.64965 2.77802
50 H 1.45945 -2.16777 2.70884
51 C -0.83113 3.09290 -2.04854
52 C 0.02269 2.84606 -0.98568
53 C -0.28777 3.31221 0.27821
54 C -1.35420 4.18316 0.40534
55 C -2.23313 4.43060 -0.61831
56 C -1.92824 3.91114 -1.87729
57 N -1.64482 4.77083 1.71778
58 O -2.53435 5.58050 1.78983
59 O -0.95603 4.40969 2.64602
60 H -0.56576 2.70751 -3.02576
61 H 0.86905 2.22092 -1.23141
62 H 0.45278 3.26668 1.06578
63 H -3.20747 4.86742 -0.46721
64 H -2.59796 4.12569 -2.70123
65 C 2.65892 0.59578 -2.51706
66 C 3.10858 1.31701 -3.62378
67 C 2.48650 1.14611 -4.85463
68 C 1.43133 0.26380 -4.96193
69 C 0.85204 -0.35245 -3.83874
70 C 1.51070 -0.18788 -2.62293
71 N 0.76792 0.16109 -6.26081
72 O 1.46751 -0.06784 -7.21861
73 O -0.42188 0.31880 -6.29655
74 H 3.29953 0.51928 -1.64701
75 H 4.03620 1.86864 -3.54487
76 H 2.85956 1.58560 -5.77366
77 H 0.08871 -1.10916 -3.96530
78 H 1.24350 -0.85434 -1.80871

Values from the calculation:
- HOMO energy (eV) = -8.18
- HOMO-LUMO gap (eV) = 7.6377
- multiplicity = 1
- total charge = 0

=====

3.
A structure of composition C13H18F5I2OP2Sc. Source: the OMol25 dataset; level of theory: wB97M-V/def2-TZVPD.

Geometry (Å):
1 I 1.19138 2.46786 0.14371
2 I 0.30110 1.87872 -2.90064
3 Sc -0.12210 -0.46412 1.36115
4 P -2.49603 0.77388 0.90387
5 C -3.09453 0.41876 2.60610
6 C -2.75525 2.55205 0.70383
7 H -3.70885 2.86560 1.12781
8 H -4.80160 0.17311 0.22445
9 H -2.72673 2.77134 -0.36863
10 H -3.74642 0.51963 -1.13468
11 H -2.50834 0.98835 3.34858
12 H -1.94617 3.07419 1.23226
13 C -3.78513 0.02413 -0.15477
14 H -4.17070 0.62673 2.70385
15 H -3.59887 -1.05607 -0.29880
16 H -2.95092 -0.63607 2.87053
17 P 2.76430 1.96438 -2.82878
18 C 3.89415 1.06573 -1.72775
19 C 3.20658 1.60458 -4.56949
20 H 1.81587 4.18589 -2.89860
21 H 3.57862 4.38724 -3.21573
22 H 2.94277 4.03339 -1.52467
23 C 2.83374 3.81843 -2.61066
24 H 2.36681 1.84473 -5.21043
25 H 4.04841 2.12060 -5.02185
26 H 4.97818 1.11526 -1.93776
27 H 3.61019 0.00538 -1.70560
28 H 3.39088 0.54902 -4.69504
29 H 3.82464 1.36793 -0.67795
30 C 1.96948 -0.92063 0.62633
31 O 3.11155 -0.98331 0.48240
32 F 0.42748 -1.68866 3.77257
33 C -0.31696 -2.68559 3.10733
34 C -1.00265 -2.31703 1.91866
35 C -1.20436 -3.32143 0.96711
36 F -1.27709 -3.04222 -0.38663
37 C -1.19533 -4.68869 1.38874
38 F -1.61256 -5.68274 0.54163
39 C -0.72792 -5.02144 2.65812
40 F -0.76334 -6.32077 3.09346
41 C -0.18962 -4.01833 3.47224
42 F 0.44533 -4.34984 4.61376

Values from the calculation:
- HOMO energy (eV) = -13.92
- HOMO-LUMO gap (eV) = 5.4740
- multiplicity = 1
- total charge = +2

=====

4.
The molecule C7H14N2S. Source: the OMol25 dataset; level of theory: wB97M-V/def2-TZVPD.

Geometry (Å):
1 C 1.81930 -0.40070 2.37369
2 C -1.79004 2.19832 -0.18725
3 C 2.17286 0.38067 1.41055
4 C -1.15604 1.62815 -1.51437
5 C -0.08109 0.51177 -1.26581
6 C -0.70683 -0.59757 -0.49180
7 C -0.01868 -2.00507 -0.47699
8 N 1.34536 -1.27745 3.08519
9 N 1.08833 -2.15324 0.41233
10 S 0.85980 -2.71052 1.77632
11 H -2.63621 1.65349 0.12346
12 H -1.07348 2.16819 0.64617
13 H -1.98367 3.37339 -0.43268
14 H 1.49903 1.15600 0.87417
15 H 3.21489 0.24004 1.11155
16 H -0.70782 2.43774 -2.04889
17 H -2.01933 1.25090 -2.21502
18 H 0.73554 0.99215 -0.76904
19 H 0.20990 0.30181 -2.21754
20 H -1.74633 -0.67258 -0.86878
21 H -0.94903 -0.44205 0.65988
22 H 0.55642 -2.02293 -1.43067
23 H -0.75178 -2.78576 -0.48477
24 H 2.11887 -3.22474 1.93031

Values from the calculation:
- HOMO energy (alpha / beta) (eV) = -5.32 / -8.98
- HOMO-LUMO gap (alpha / beta) (eV) = 6.1578 / 6.5681
- multiplicity = 3
- expectation value of S² = 2.022
- total charge = 0